The following is a quantum chemistry calculation of a 2-piece molecular cluster, CH8NS overall at a distorted geometry, from the OMol25 dataset.

Geometry as XYZ:
```
11
Properties=species:S:1:pos:R:3
S 0.782 -0.858 -0.609
N 0.531 1.473 1.332
C -0.946 -1.229 -0.981
H 0.777 2.167 0.625
H -0.316 0.999 1.051
H 0.583 1.891 2.260
H -1.112 -2.306 -0.949
H -1.235 -1.004 -2.003
H 1.327 -1.132 -1.802
H -1.638 -0.740 -0.300
H 1.246 0.739 1.377
```

Properties
- orbital gap (Ha) = 0.339
- total charge = +1
- E (eV) = -13485.01062